Record 1
A molecular structure, C18H20CoN2O7S2Se2 at a distorted geometry, computed with ωB97M-V with the def2-TZVPD basis set.

Values from the calculation:
multiplicity	5
electronic energy	-8316.1809	Eh
charge	-1
HOMO energy (alpha / beta)	-3.41 / -4.80	eV

Positions of all 52 atoms, in Å:
Co (-0.74166, 0.37560, 0.24547)
O (-0.75759, 0.19981, -6.17639)
C (0.17525, -0.18800, -5.18721)
C (-0.47020, -0.14179, -3.77991)
C (-1.64378, -1.13028, -3.80028)
O (-2.37328, -1.04650, -2.60384)
C (-0.95364, 1.28868, -3.54338)
Se (-2.02066, 1.72632, -1.92505)
C (0.62228, -0.55501, -2.78668)
Se (0.04305, -1.30694, -1.05466)
H (-0.32893, 0.16524, -7.03826)
H (1.04819, 0.47918, -5.19464)
H (0.52060, -1.21555, -5.38497)
H (-1.23863, -2.14393, -3.93653)
H (-2.28734, -0.87393, -4.65200)
H (-2.97058, -1.79746, -2.54204)
H (-1.57739, 1.59259, -4.38569)
H (-0.08849, 1.95249, -3.48454)
H (1.24641, 0.30395, -2.53791)
H (1.24674, -1.33751, -3.22620)
O (5.91991, 2.35393, 3.64120)
C (5.26195, 1.32567, 4.24520)
O (5.74852, 0.80990, 5.22732)
C (3.98945, 0.92549, 3.64073)
C (3.15081, 0.09406, 4.39370)
C (1.93082, -0.31262, 3.92732)
C (1.48902, 0.04899, 2.63257)
C (2.35396, 0.86225, 1.87093)
C (3.55527, 1.30206, 2.35822)
N (0.31386, -0.33028, 2.07380)
C (-0.50434, -1.21095, 2.63623)
C (-1.73924, -1.50573, 2.04817)
C (-2.61932, -2.49153, 2.56266)
C (-3.81594, -2.73147, 1.95038)
C (-4.17274, -1.96028, 0.83162)
C (-3.27471, -1.02288, 0.36520)
N (-2.09039, -0.81324, 0.92046)
H (5.38116, 2.72052, 2.92742)
H (3.50432, -0.21125, 5.36769)
H (1.30727, -0.92052, 4.56262)
H (2.04869, 1.13701, 0.87248)
H (4.17820, 1.90908, 1.70996)
H (-0.24024, -1.73634, 3.55109)
H (-2.30238, -3.06001, 3.42482)
H (-4.47665, -3.50977, 2.30722)
H (-5.12062, -2.09825, 0.33688)
H (-3.49820, -0.41934, -0.50587)
O (-1.73883, 3.88706, 0.02169)
S (-0.84501, 3.01374, 0.73979)
O (-1.53774, 1.79935, 1.25963)
O (-0.01431, 3.65764, 1.72128)
S (0.40708, 2.14074, -0.62771)



Record 2
C18H20FNO2 in the gas phase, computed with ωB97M-V with the def2-TZVPD basis set.

Values from the calculation:
structure (SMILES)	O[C@H](CNC1Cc2ccccc2C1)COc1ccc(F)cc1
electronic energy	-1002.9920	Eh
HOMO energy	-8.55	eV

Positions of all 42 atoms, in Å:
O (1.40756, -2.35023, 0.31903)
C (1.51288, -0.99195, 0.69164)
C (0.52525, -0.56296, 1.80917)
N (-0.86510, -0.38804, 1.49384)
C (-1.74656, -1.53043, 1.39245)
C (-1.70225, -2.29458, 0.04570)
C (-2.67008, -1.52965, -0.80483)
C (-2.77691, -1.48329, -2.17943)
C (-3.76655, -0.69035, -2.74521)
C (-4.62934, 0.03866, -1.94486)
C (-4.51934, -0.00523, -0.56115)
C (-3.53434, -0.78995, 0.00157)
C (-3.19434, -0.99640, 1.44766)
C (1.31414, -0.17746, -0.59684)
O (1.41781, 1.20993, -0.38777)
C (2.64038, 1.78887, -0.23031)
C (3.86646, 1.14590, -0.36881)
C (5.04535, 1.85413, -0.20433)
C (4.99215, 3.19909, 0.09985)
F (6.14544, 3.88525, 0.26443)
C (3.78474, 3.86123, 0.24186)
C (2.61453, 3.15200, 0.07604)
H (1.40574, -2.89242, 1.11582)
H (2.52681, -0.80109, 1.08308)
H (0.88858, 0.40029, 2.18528)
H (0.59781, -1.28984, 2.62650)
H (-0.99697, 0.24830, 0.71786)
H (-1.52072, -2.18765, 2.23819)
H (-2.06722, -3.31571, 0.19025)
H (-0.70129, -2.35537, -0.37693)
H (-2.10252, -2.05062, -2.80489)
H (-3.86176, -0.64004, -3.82010)
H (-5.39255, 0.65208, -2.40110)
H (-5.19006, 0.56961, 0.06089)
H (-3.86277, -1.73884, 1.89010)
H (-3.25313, -0.08199, 2.03624)
H (2.01461, -0.53415, -1.36001)
H (0.30067, -0.33632, -0.97476)
H (3.92451, 0.09665, -0.60931)
H (6.00066, 1.36508, -0.31093)
H (3.77215, 4.91312, 0.47819)
H (1.65558, 3.63435, 0.17595)



Record 3
A molecular structure, C18H20IO6Pt at a distorted geometry, computed with ωB97M-V with the def2-TZVPD basis set.

Values from the calculation:
electronic energy	-1566.1241	Eh
charge	+1
HOMO energy	-11.11	eV

Positions of all 46 atoms, in Å:
Pt (-0.25955, 0.49078, -0.48609)
C (0.70422, 1.52202, 3.74546)
C (0.00282, 0.29492, 3.18152)
C (-0.27877, -0.69842, 4.30932)
O (0.79589, -0.33224, 2.15530)
C (-1.33706, 0.69731, 2.55680)
O (-2.10574, 1.40730, 3.12926)
O (-1.59389, 0.21462, 1.31702)
H (1.64865, 1.22064, 4.20308)
H (0.07879, 1.97839, 4.50912)
H (0.89125, 2.28213, 2.98695)
H (0.66556, -1.04405, 4.72938)
H (-0.85261, -1.56039, 3.96446)
H (-0.86366, -0.20903, 5.08616)
H (1.69855, 0.00049, 2.21308)
I (-0.65764, 0.39504, -2.94915)
C (0.58801, 2.01248, -3.36716)
C (0.74325, 2.55215, -4.60406)
C (1.64896, 3.62927, -4.73608)
C (2.35949, 4.07982, -3.66064)
C (2.20706, 3.49822, -2.37724)
C (2.95801, 3.91502, -1.25188)
C (2.78341, 3.30560, -0.04427)
C (1.83352, 2.26905, 0.10760)
C (1.07341, 1.85818, -0.94728)
C (1.27147, 2.44774, -2.22306)
H (0.20503, 2.18287, -5.46627)
H (1.77889, 4.08775, -5.70656)
H (3.06012, 4.89668, -3.77776)
H (3.67410, 4.71832, -1.36653)
H (3.36456, 3.61494, 0.81397)
H (1.70263, 1.81148, 1.08257)
C (-1.92743, -4.11091, -0.49183)
C (-1.67481, -3.12955, 0.60164)
C (-1.07461, -3.59050, 1.88583)
O (-1.92368, -1.93636, 0.40185)
C (2.37546, -2.77269, -0.18007)
O (2.45188, -3.89945, 0.07092)
O (2.25988, -1.64465, -0.42498)
H (-2.85927, -4.64022, -0.26321)
H (-1.14603, -4.86660, -0.53063)
H (-2.05477, -3.60376, -1.44399)
H (-1.88693, -3.80261, 2.58948)
H (-0.44358, -2.81081, 2.30778)
H (-0.51992, -4.51515, 1.74775)
H (-1.70002, -0.91535, 1.16799)



Record 4
C18H20N2O3S in the gas phase, computed with ωB97M-V with the def2-TZVPD basis set.

Values from the calculation:
structure (SMILES)	COC(=O)Cc1ccc(NC(=S)NCc2ccccc2OC)cc1
electronic energy	-1431.3502	Eh
HOMO energy	-7.96	eV

Positions of all 44 atoms, in Å:
C (1.84800, 1.48536, -5.65814)
O (1.53809, 0.11929, -5.41727)
C (2.54869, -0.65106, -4.99938)
O (3.67068, -0.25434, -4.83824)
C (2.06832, -2.06022, -4.71260)
C (1.66093, -2.09346, -3.26284)
C (2.61794, -2.26089, -2.26795)
C (2.25774, -2.25244, -0.93690)
C (0.92564, -2.06670, -0.56163)
N (0.61458, -2.08759, 0.79582)
C (-0.39336, -1.48097, 1.48661)
S (-0.61868, -1.90196, 3.06759)
N (-1.15277, -0.56512, 0.84894)
C (-2.11801, 0.22876, 1.57319)
C (-1.49348, 1.26425, 2.47926)
C (-0.28730, 1.86866, 2.17514)
C (0.28803, 2.78964, 3.03516)
C (-0.35125, 3.10586, 4.21723)
C (-1.56242, 2.51675, 4.53934)
C (-2.14610, 1.59861, 3.67528)
O (-3.34219, 0.98535, 3.89487)
C (-3.95672, 1.13936, 5.15105)
C (-0.03784, -1.91979, -1.55915)
C (0.33490, -1.92329, -2.89069)
H (0.93314, 1.94639, -6.02090)
H (2.64170, 1.56758, -6.40316)
H (2.18113, 1.96580, -4.73606)
H (1.22161, -2.29049, -5.35716)
H (2.89000, -2.75220, -4.89484)
H (3.65346, -2.39223, -2.54264)
H (3.00779, -2.38866, -0.17166)
H (1.23339, -2.62577, 1.38801)
H (-0.77745, -0.16755, -0.00033)
H (-2.71781, -0.44511, 2.19036)
H (-2.77579, 0.70807, 0.84227)
H (0.22306, 1.61247, 1.25709)
H (1.23167, 3.24876, 2.78298)
H (0.09032, 3.81536, 4.90111)
H (-2.04165, 2.77740, 5.46964)
H (-4.27398, 2.17367, 5.32132)
H (-3.29477, 0.82059, 5.96174)
H (-4.83419, 0.49480, 5.12864)
H (-1.08250, -1.84727, -1.29956)
H (-0.42258, -1.80568, -3.65154)



Record 5
C18H20N2O4 in the gas phase at a distorted geometry, computed with ωB97M-V with the def2-TZVPD basis set.

Values from the calculation:
structure (SMILES)	Cc1ccc(OCC(=O)N2CCN(C(=O)c3ccco3)CC2)cc1
electronic energy	-1108.3783	Eh
HOMO energy	-8.49	eV

Positions of all 44 atoms, in Å:
C (5.82026, -2.16815, 1.44300)
C (4.34764, -2.05027, 1.69668)
C (3.87247, -1.27191, 2.74792)
C (2.52163, -1.17003, 3.00145)
C (1.60401, -1.85084, 2.20325)
O (0.28491, -1.68077, 2.54401)
C (-0.69631, -2.37964, 1.81554)
C (-0.85708, -1.96996, 0.34694)
O (-0.96011, -2.82288, -0.51644)
N (-0.87368, -0.65170, 0.06215)
C (-0.97294, 0.44426, 1.00049)
C (-2.33756, 1.12758, 0.84488)
N (-2.51572, 1.54336, -0.52994)
C (-2.68151, 2.85970, -0.81325)
O (-2.80652, 3.69655, 0.06098)
C (-2.68557, 3.24668, -2.24862)
C (-1.79961, 3.01294, -3.27011)
C (-2.24754, 3.78521, -4.36485)
C (-3.36456, 4.43171, -3.92900)
O (-3.62631, 4.12088, -2.65621)
C (-2.42351, 0.44632, -1.46215)
C (-1.05708, -0.23161, -1.31331)
C (2.06224, -2.62653, 1.14875)
C (3.42424, -2.71877, 0.90889)
H (6.27961, -2.81293, 2.19258)
H (6.01286, -2.59503, 0.46205)
H (6.30050, -1.19334, 1.50346)
H (4.57260, -0.73981, 3.37558)
H (2.15032, -0.56913, 3.81688)
H (-1.63812, -2.19062, 2.34209)
H (-0.50584, -3.46014, 1.82709)
H (-0.83969, 0.09625, 2.02152)
H (-0.18066, 1.16674, 0.77275)
H (-2.39875, 2.01608, 1.47506)
H (-3.13691, 0.42969, 1.11939)
H (-0.92723, 2.39195, -3.24205)
H (-1.79832, 3.84829, -5.33435)
H (-4.03541, 5.10987, -4.41802)
H (-2.57414, 0.79762, -2.48110)
H (-3.20572, -0.28471, -1.22085)
H (-0.99468, -1.11744, -1.94698)
H (-0.25924, 0.47074, -1.57572)
H (1.38063, -3.15858, 0.50508)
H (3.76641, -3.32765, 0.08449)



Record 6
C18H20N2O4 in the gas phase at a distorted geometry, computed with ωB97M-V with the def2-TZVPD basis set.

Values from the calculation:
structure (SMILES)	CCOc1cccc(/C=N\N=C\c2cccc(OCC)c2O)c1O
electronic energy	-1108.3131	Eh
HOMO energy	-7.97	eV

Positions of all 44 atoms, in Å:
C (-1.25569, 5.23960, -0.47158)
C (-0.03096, 4.35437, -0.67773)
O (-0.20406, 3.05540, -0.15082)
C (-0.14903, 2.86061, 1.20972)
C (0.21599, 3.79411, 2.16103)
C (0.21828, 3.44169, 3.50562)
C (-0.12357, 2.16839, 3.89571)
C (-0.46497, 1.19481, 2.95061)
C (-0.76007, -0.15865, 3.41389)
N (-0.50666, -1.26146, 2.83804)
N (-0.07573, -1.50448, 1.65473)
C (1.10556, -1.76465, 1.25108)
C (1.39402, -2.20153, -0.09809)
C (2.71618, -2.52639, -0.41423)
C (3.05501, -2.93426, -1.68437)
C (2.07086, -3.04407, -2.65041)
C (0.74438, -2.72945, -2.37539)
O (-0.10475, -2.83856, -3.44152)
C (-1.46488, -3.18751, -3.24356)
C (-1.62772, -4.55576, -2.59095)
C (0.39572, -2.27695, -1.08921)
O (-0.88045, -1.91145, -0.82785)
C (-0.50013, 1.55516, 1.60212)
O (-0.91692, 0.67232, 0.65979)
H (-1.45748, 5.38198, 0.58740)
H (-1.08701, 6.20853, -0.93285)
H (-2.12771, 4.77805, -0.92847)
H (0.86687, 4.82248, -0.25710)
H (0.13642, 4.18957, -1.74586)
H (0.49257, 4.79733, 1.87930)
H (0.49098, 4.18059, 4.24331)
H (-0.11431, 1.89660, 4.94029)
H (-1.19828, -0.25098, 4.39991)
H (1.96375, -1.66555, 1.91962)
H (3.46984, -2.45148, 0.35573)
H (4.07756, -3.17967, -1.92603)
H (2.30678, -3.37221, -3.65039)
H (-1.87579, -3.20083, -4.25735)
H (-1.98529, -2.42567, -2.65684)
H (-1.08015, -5.30846, -3.15415)
H (-2.67981, -4.82558, -2.56638)
H (-1.24821, -4.53695, -1.57228)
H (-0.92959, -1.58966, 0.09806)
H (-0.87152, 1.11061, -0.20256)



Which formula does entry 4 have?
C18H20N2O3S